Molecular formula: C38H107N9O11
Method: DFT, ωB97M-V/def2-TZVPD

Element x y z (Å)
O  -1.337  -2.629  2.837
H  -0.619  -2.173  2.377
H  -1.064  -3.552  2.854
C  3.316  0.111  -6.920
C  2.488  -0.912  -6.186
C  1.926  -0.263  -4.932
O  2.662  0.030  -3.776
C  2.263  1.257  -3.194
N  1.373  -1.342  -7.015
H  3.941  0.709  -6.246
H  2.687  0.827  -7.452
H  4.101  -0.252  -7.592
H  3.123  -1.727  -5.809
H  0.977  -0.779  -4.677
H  1.402  0.647  -5.280
H  2.774  2.047  -3.751
H  2.609  1.229  -2.162
H  1.183  1.426  -3.137
H  0.928  -2.158  -6.602
H  1.672  -1.593  -7.947
C  -3.923  1.774  -1.074
C  -3.907  1.482  -2.567
C  -3.790  -0.026  -2.856
O  -2.605  -0.634  -2.421
C  -1.422  -0.110  -2.979
N  -5.107  1.986  -3.267
H  -3.009  1.375  -0.622
H  -4.718  1.216  -0.574
H  -3.957  2.842  -0.863
H  -3.062  2.032  -2.997
H  -3.965  -0.130  -3.935
H  -4.602  -0.526  -2.326
H  -1.452  -0.297  -4.058
H  -0.529  -0.559  -2.540
H  -1.304  0.960  -2.777
H  -4.883  2.017  -4.261
H  -5.196  2.980  -3.064
C  -0.694  4.870  -0.041
C  -0.543  5.473  1.373
C  -1.615  4.926  2.337
O  -2.947  5.350  2.046
C  -3.207  6.685  2.438
N  0.773  5.049  1.853
H  -1.743  5.071  -0.279
H  -0.492  3.800  -0.042
H  -0.058  5.379  -0.760
H  -0.600  6.560  1.343
H  -1.407  5.208  3.376
H  -1.638  3.836  2.269
H  -4.178  6.896  1.986
H  -2.424  7.408  2.215
H  -3.427  6.726  3.516
H  0.865  4.037  1.852
H  0.919  5.310  2.826
C  -0.488  0.679  2.469
C  -0.322  0.547  0.962
C  1.119  0.696  0.519
O  1.611  1.894  1.093
C  2.766  2.465  0.500
N  -0.827  -0.792  0.571
H  -0.220  1.680  2.821
H  0.024  -0.025  3.128
H  -1.541  0.640  2.771
H  -1.007  1.297  0.553
H  1.129  0.689  -0.576
H  1.741  -0.105  0.929
H  3.617  1.776  0.487
H  3.026  3.310  1.134
H  2.460  2.800  -0.494
H  -1.067  -0.784  -0.420
H  -1.754  -0.958  0.960
C  9.759  1.060  -3.110
C  9.000  1.749  -1.982
C  7.624  2.245  -2.419
O  7.228  3.277  -1.559
C  5.924  3.730  -1.716
N  8.956  0.783  -0.882
H  10.826  0.842  -3.073
H  9.735  1.692  -4.014
H  9.289  0.137  -3.467
H  9.624  2.578  -1.644
H  6.939  1.387  -2.476
H  7.609  2.600  -3.461
H  5.735  4.705  -1.257
H  5.179  3.023  -1.336
H  5.750  4.017  -2.766
H  8.497  1.273  -0.109
H  8.370  -0.030  -1.039
C  -0.223  -5.808  -4.096
C  -1.124  -4.597  -3.902
C  -1.461  -4.280  -2.428
O  -2.856  -3.968  -2.385
C  -3.244  -3.825  -1.032
N  -0.459  -3.486  -4.588
H  -0.673  -6.742  -3.753
H  0.628  -5.724  -3.405
H  0.219  -5.809  -5.087
H  -2.105  -4.652  -4.379
H  -0.853  -3.500  -1.957
H  -1.324  -5.177  -1.810
H  -2.860  -4.670  -0.446
H  -4.313  -3.736  -0.862
H  -2.751  -2.950  -0.587
H  -1.066  -2.672  -4.457
H  0.375  -3.152  -4.109
C  0.309  1.612  5.792
C  1.743  2.144  5.669
C  2.828  1.059  5.890
O  2.724  -0.139  5.187
C  3.331  -0.183  3.897
N  1.858  2.805  4.365
H  0.250  0.802  5.068
H  -0.433  2.367  5.540
H  0.154  1.256  6.810
H  1.981  2.887  6.439
H  2.740  0.840  6.964
H  3.786  1.590  5.800
H  4.420  -0.251  3.865
H  2.857  0.581  3.284
H  2.978  -1.136  3.496
H  2.801  3.166  4.244
H  1.708  2.154  3.604
C  0.445  -5.365  1.196
C  1.607  -4.385  1.178
C  1.512  -3.351  0.088
O  1.815  -3.960  -1.144
C  2.177  -3.074  -2.182
N  1.551  -3.750  2.547
H  -0.497  -4.812  1.151
H  0.437  -5.957  2.111
H  0.370  -6.037  0.337
H  2.591  -4.864  1.167
H  1.973  -2.399  0.389
H  0.472  -2.988  0.045
H  3.143  -2.614  -1.962
H  1.383  -2.331  -2.347
H  2.193  -3.687  -3.084
H  2.243  -2.999  2.605
H  2.019  -4.403  3.175
C  -7.146  -3.726  0.626
C  -7.179  -2.217  0.530
C  -5.863  -1.576  1.011
O  -5.812  -1.753  2.423
C  -4.664  -1.167  3.001
N  -7.405  -1.825  -0.882
H  -7.805  -4.313  -0.008
H  -7.197  -4.073  1.659
H  -6.123  -4.020  0.352
H  -7.993  -1.731  1.070
H  -5.852  -0.511  0.752
H  -5.004  -2.128  0.609
H  -4.835  -0.090  3.135
H  -3.745  -1.357  2.438
H  -4.577  -1.610  3.994
H  -6.866  -2.389  -1.530
H  -7.132  -0.859  -1.015
C  -3.055  0.575  6.045
C  -4.510  0.341  6.457
O  -4.703  0.057  7.825
H  -2.442  -0.318  5.949
H  -2.681  1.392  6.663
H  -3.035  1.002  5.034
H  -4.998  -0.383  5.805
H  -5.085  1.245  6.211
H  -4.542  0.855  8.332

Kohn-Sham gap: 9.14 eV
highest occupied orbital energy: -8.9 eV
max |F|: 0.0709 hartree/bohr
ΔE to the lowest compared entry with this formula, charge and spin: 54.11 kcal/mol
total charge: 0
structure (SMILES): COC[C@H](C)N.COC[C@H](C)N.COC[C@H](C)N.COC[C@H](C)N.COC[C@H](C)N.COC[C@H](C)N.COC[C@H](C)N.COC[C@H](C)N.COC[C@H](C)N.CCO.O

Results of the Mulliken charge analysis, in e, for atoms 1 through 6: -0.6164 0.1546 0.2744 -1.4741 0.8283 -0.1677